Molecular formula: C48H49IIrN5O4S
Method: DFT, ωB97M-V with the def2-TZVPD basis set

Atoms and positions in Å:
Ir  -0.25  0.85  0.02
C  -0.82  1.63  -4.81
C  0.57  1.80  -4.30
N  1.54  1.94  -5.15
C  2.80  2.09  -4.75
C  3.17  2.12  -3.43
C  4.65  2.21  -3.09
O  4.99  3.32  -2.29
C  2.17  1.97  -2.43
C  2.56  2.01  -1.06
N  1.95  1.60  0.01
C  2.65  1.75  1.23
C  4.04  1.58  1.25
C  4.79  1.79  2.39
C  4.17  2.18  3.57
C  2.80  2.30  3.59
C  2.04  2.07  2.45
I  -0.07  2.28  2.72
C  0.80  1.80  -2.86
O  -0.19  1.66  -2.10
H  -0.81  1.08  -5.74
H  -1.27  2.60  -5.00
H  -1.42  1.11  -4.06
H  3.53  2.17  -5.55
H  5.22  2.20  -4.02
H  4.93  1.32  -2.51
H  5.03  4.11  -2.84
H  3.53  2.50  -0.93
H  4.54  1.25  0.35
H  5.86  1.66  2.35
H  4.75  2.37  4.46
H  2.30  2.57  4.51
C  -5.20  -1.80  5.22
C  -4.73  -1.32  3.88
C  -5.43  -0.35  3.18
C  -4.99  0.09  1.94
C  -3.83  -0.43  1.41
C  -3.12  -1.41  2.09
C  -3.58  -1.85  3.32
S  -3.16  0.17  -0.13
O  -2.07  -0.72  -0.51
O  -4.20  0.40  -1.09
N  -2.34  1.54  0.25
C  -2.78  2.80  0.13
C  -4.12  3.18  0.15
C  -4.49  4.52  0.14
C  -3.54  5.52  0.12
C  -2.18  5.19  0.05
C  -1.16  6.16  0.01
C  0.15  5.76  -0.13
C  0.42  4.39  -0.21
N  -0.50  3.46  -0.11
C  -1.79  3.83  0.03
H  -6.05  -1.22  5.56
H  -4.40  -1.73  5.95
H  -5.50  -2.85  5.15
H  -6.34  0.07  3.59
H  -5.55  0.82  1.38
H  -2.24  -1.83  1.63
H  -3.03  -2.62  3.84
H  -4.88  2.42  0.15
H  -5.54  4.78  0.18
H  -3.84  6.56  0.14
H  -1.41  7.21  0.08
H  0.96  6.47  -0.16
H  1.44  4.06  -0.34
C  -0.03  -0.88  4.84
C  -0.02  -1.82  3.68
C  -0.32  -3.17  3.84
C  -0.23  -4.05  2.76
C  -0.47  -5.52  2.93
C  0.10  -3.57  1.51
C  0.29  -2.18  1.27
C  0.27  -1.36  2.42
N  0.49  -1.55  0.11
C  0.78  -2.23  -1.12
C  2.10  -3.03  -0.97
C  2.46  -3.69  -2.30
C  1.33  -4.62  -2.73
C  0.05  -3.81  -2.94
C  0.29  -2.75  -4.01
C  1.40  -1.82  -3.54
C  2.69  -2.62  -3.36
C  0.99  -1.18  -2.21
C  -0.36  -3.15  -1.63
H  -0.06  -1.43  5.78
H  -0.90  -0.23  4.80
H  0.86  -0.25  4.83
H  -0.59  -3.55  4.82
H  -0.78  -5.75  3.95
H  0.44  -6.07  2.72
H  -1.24  -5.87  2.24
H  0.18  -4.29  0.72
H  0.53  -0.32  2.27
H  2.02  -3.78  -0.19
H  2.88  -2.33  -0.67
H  3.38  -4.27  -2.16
H  1.17  -5.39  -1.97
H  1.61  -5.13  -3.66
H  -0.75  -4.48  -3.25
H  -0.63  -2.19  -4.19
H  0.57  -3.23  -4.95
H  1.56  -1.03  -4.28
H  3.51  -1.95  -3.06
H  2.97  -3.08  -4.31
H  0.05  -0.65  -2.33
H  1.77  -0.49  -1.88
H  -0.63  -3.91  -0.91
H  -1.24  -2.51  -1.77

Calculated values
Multiplicity: 6
Relative energy (zero: lowest compared OMol25 entry of this formula, charge and spin) in kcal/mol: 0.0
HOMO-LUMO gap (alpha / beta) in eV: 6.67 / 4.12
LUMO energy (alpha / beta) in Ha: -0.1104 / -0.2055
Net charge: +1
E in Ha: -3233.1427


Molecular formula: C16H17NO2
Method: DFT, ωB97M-V with the def2-TZVPD basis set

Atoms and positions in Å:
N  -3.51  -0.53  -1.76
C  -2.36  -0.43  -2.67
C  -1.36  -1.53  -2.23
C  -0.15  -1.14  -1.40
C  -0.60  -0.95  0.04
O  -1.00  0.46  0.24
C  -0.02  1.43  0.14
C  -0.61  2.64  -0.21
C  0.08  3.87  -0.46
C  1.45  3.81  -0.25
C  2.04  2.70  0.19
C  1.37  1.46  0.26
O  2.18  0.30  0.44
C  1.71  -0.71  1.21
C  2.60  -0.91  2.24
C  2.20  -1.74  3.27
C  1.01  -2.47  3.15
C  0.23  -2.34  1.99
C  0.50  -1.39  1.00
H  -3.44  0.26  -1.13
H  -3.56  -1.39  -1.25
H  -2.66  -0.58  -3.77
H  -1.79  0.48  -2.52
H  -2.02  -2.28  -1.66
H  -0.96  -1.97  -3.12
H  0.26  -0.15  -1.66
H  0.54  -1.91  -1.38
H  -1.53  -1.59  0.16
H  -1.72  2.74  -0.36
H  -0.56  4.65  -0.81
H  2.18  4.65  -0.40
H  3.09  2.81  0.31
H  3.47  -0.30  2.34
H  2.90  -1.78  4.14
H  0.65  -3.23  3.91
H  -0.66  -2.95  2.02

Calculated values
Relative energy (zero: lowest compared OMol25 entry of this formula, charge and spin) in kcal/mol: 71.9
HOMO-LUMO gap in eV: 9.45
LUMO energy in Ha: 0.0329
E in Ha: -825.0360


Molecular formula: C4H6I2
Method: DFT, ωB97M-V with the def2-TZVPD basis set

Atoms and positions in Å:
C  -1.63  -0.70  1.48
C  -1.21  -0.69  0.25
I  -2.17  -1.64  -1.37
C  0.32  -0.09  -0.16
C  1.32  0.99  -1.23
I  3.27  1.11  -0.28
H  -0.99  -0.25  2.27
H  -2.64  -1.16  1.78
H  0.84  -0.93  0.09
H  0.53  0.67  0.60
H  0.92  2.05  -1.14
H  1.44  0.64  -2.28

Calculated values
Relative energy (zero: lowest compared OMol25 entry of this formula, charge and spin) in kcal/mol: 46.0
HOMO-LUMO gap in eV: 9.37
LUMO energy in Ha: 0.0029
E in Ha: -751.2773


Molecular formula: C5H8O
Method: DFT, ωB97M-V with the def2-TZVPD basis set

Atoms and positions in Å:
C  0.94  0.79  1.39
C  0.76  0.62  -0.11
C  0.51  -0.77  -0.73
C  -0.57  0.32  -0.74
C  -1.69  -0.55  -0.37
O  -2.57  -0.64  0.43
H  0.39  0.04  1.96
H  1.99  0.74  1.68
H  0.56  1.78  1.69
H  1.28  1.38  -0.69
H  0.40  -1.46  0.11
H  0.09  -1.42  -1.66
H  -0.69  0.71  -1.75
H  -1.39  -1.55  -1.21

Calculated values
Relative energy (zero: lowest compared OMol25 entry of this formula, charge and spin) in kcal/mol: 104.5
HOMO-LUMO gap in eV: 10.38
LUMO energy in Ha: 0.0330
E in Ha: -270.3914


Molecular formula: H8O4
Method: DFT, ωB97M-V with the def2-TZVPD basis set

Atoms and positions in Å:
O  5.72  21.29  7.51
H  6.29  21.19  6.75
H  6.18  20.84  8.22
O  5.15  19.26  5.04
H  5.24  20.01  5.62
H  5.30  18.50  5.60
O  5.90  18.53  3.13
H  4.96  18.67  3.25
H  6.20  18.22  3.99
O  5.93  17.48  6.92
H  4.99  17.54  6.74
H  5.98  17.39  7.87

Calculated values
Relative energy (zero: lowest compared OMol25 entry of this formula, charge and spin) in kcal/mol: 50.1
HOMO-LUMO gap in eV: 9.99
LUMO energy in Ha: 0.0055
E in Ha: -305.6994


Molecular formula: C5H11NO
Method: DFT, ωB97M-V with the def2-TZVPD basis set

Atoms and positions in Å:
C  1.19  -0.97  1.26
C  -0.30  -0.60  1.42
N  -0.75  0.14  0.24
C  -1.43  -0.61  -0.80
C  0.01  1.26  -0.07
C  0.48  1.43  -1.51
O  0.40  2.01  0.81
H  1.61  -1.50  2.12
H  1.75  -0.05  1.11
H  1.34  -1.62  0.39
H  -0.44  0.02  2.31
H  -0.90  -1.51  1.51
H  -2.32  -1.08  -0.37
H  -1.77  0.06  -1.60
H  -0.79  -1.39  -1.25
H  1.44  1.94  -1.46
H  -0.17  2.02  -2.17
H  0.64  0.45  -1.95

Calculated values
Relative energy (zero: lowest compared OMol25 entry of this formula, charge and spin) in kcal/mol: 16.7
HOMO-LUMO gap in eV: 10.00
LUMO energy in Ha: 0.0343
E in Ha: -327.1048


Molecular formula: C3H2ClF2N
Method: DFT, ωB97M-V with the def2-TZVPD basis set

Atoms and positions in Å:
C  -0.80  0.56  0.95
C  1.68  0.16  0.70
C  0.42  -0.19  0.66
N  -1.87  0.92  1.26
F  2.15  1.31  0.81
F  0.13  -1.49  0.28
Cl  -2.36  -0.45  -3.13
H  -1.76  -0.26  -2.02
H  2.41  -0.56  0.48

Calculated values
Multiplicity: 3
Relative energy (zero: lowest compared OMol25 entry of this formula, charge and spin) in kcal/mol: 31.5
HOMO-LUMO gap (alpha / beta) in eV: 7.33 / 8.12
LUMO energy (alpha / beta) in Ha: 0.0198 / -0.1345
E in Ha: -829.9743


Molecular formula: C16H19N2O5V
Method: DFT, ωB97M-V with the def2-TZVPD basis set

Atoms and positions in Å:
V  -0.08  0.54  0.77
C  -0.06  0.42  4.76
C  0.50  0.01  3.43
O  0.18  0.70  2.38
C  1.27  -1.11  3.25
C  1.65  -1.55  1.96
C  2.61  -2.66  1.77
N  1.13  -0.98  0.89
N  1.53  -1.41  -0.31
C  1.19  -0.57  -1.23
O  0.54  0.48  -0.79
C  1.55  -0.76  -2.62
C  1.40  0.30  -3.52
C  1.81  0.16  -4.83
C  2.37  -1.03  -5.26
C  2.50  -2.10  -4.38
C  2.10  -1.97  -3.06
H  0.29  1.41  5.05
H  0.22  -0.30  5.52
H  -1.14  0.46  4.68
H  1.60  -1.67  4.11
H  2.99  -3.03  2.72
H  3.44  -2.33  1.15
H  2.12  -3.47  1.23
H  0.97  1.23  -3.17
H  1.69  0.98  -5.53
H  2.72  -1.13  -6.28
H  2.92  -3.03  -4.72
H  2.19  -2.78  -2.36
C  -3.24  1.53  -1.12
C  -2.79  1.79  0.32
C  -3.69  2.76  1.07
O  -1.42  2.27  0.28
C  -2.70  0.44  1.08
O  -3.51  0.11  1.91
O  -1.66  -0.26  0.74
H  -3.31  2.47  -1.66
H  -4.21  1.05  -1.13
H  -2.51  0.89  -1.62
H  -3.75  3.72  0.55
H  -3.33  2.92  2.08
H  -4.69  2.35  1.14
H  -1.38  3.11  0.75

Calculated values
Multiplicity: 2
Relative energy (zero: lowest compared OMol25 entry of this formula, charge and spin) in kcal/mol: 25.8
HOMO-LUMO gap (alpha / beta) in eV: 6.97 / 7.27
LUMO energy (alpha / beta) in Ha: -0.1723 / -0.1616
Net charge: +1
E in Ha: -2050.6346


Among the records above, which one has the highest E?
C5H8O


The lowest E belongs to which entry?
C48H49IIrN5O4S